--- w ---
{"formula": "C4H12O2", "method": "ωB97M-V with the def2-TZVPD basis set", "homo_lumo_gap_ev": 9.77, "smiles": "C=CCC.O.O", "spin_multiplicity": 1, "homo_energy_ha": -0.32974, "charge": 0, "molar_mass_g_mol": 92.1, "species": ["C", "C", "C", "C", "H", "H", "H", "H", "H", "H", "H", "H", "H", "H", "O", "H", "H", "O"], "coordinates": [[1.508, 0.262, 1.601], [2.236, 0.543, 0.201], [2.430, -0.827, -0.392], [1.775, -1.175, -1.489], [0.629, 0.908, 1.651], [2.159, 0.656, 2.389], [1.368, -0.796, 1.758], [1.676, 1.093, -0.527], [3.172, 1.025, 0.490], [3.099, -1.534, 0.111], [2.013, -2.020, -2.154], [1.221, -0.467, -2.104], [-0.295, -2.216, 1.162], [-0.959, -2.898, 0.055], [-0.179, -2.348, 0.221], [-5.935, 3.848, 0.172], [-5.438, 2.894, -1.018], [-6.117, 3.083, -0.387]]}

***

--- x ---
{"formula": "C4H12O2", "method": "ωB97M-V with the def2-TZVPD basis set", "homo_lumo_gap_ev": 11.13, "smiles": "CC[C@H](C)O.O", "spin_multiplicity": 1, "homo_energy_ha": -0.37475, "charge": 0, "molar_mass_g_mol": 92.1, "species": ["C", "C", "C", "C", "O", "H", "H", "H", "H", "H", "H", "H", "H", "H", "H", "H", "H", "O"], "coordinates": [[-1.158, 0.465, 2.505], [-1.185, 1.528, 1.422], [-0.601, 1.012, 0.094], [-0.173, 2.190, -0.776], [-1.542, 0.243, -0.612], [-0.190, 0.302, 2.966], [-1.331, -0.535, 2.085], [-1.831, 0.575, 3.355], [-2.234, 1.819, 1.295], [-0.610, 2.377, 1.691], [0.217, 0.339, 0.351], [0.312, 1.871, -1.702], [-1.038, 2.760, -1.021], [0.576, 2.766, -0.236], [-2.438, 0.502, -0.378], [3.796, -3.832, -1.695], [4.387, -5.271, -1.828], [3.969, -4.555, -2.310]]}

***

Verdict on stability: x comes out on top.